Record 1
A cluster of 4 separate species, C31H60Cl2FINO4S in total at a distorted geometry, computed with wB97M-V/def2-TZVPD.

Each line ends with the Löwdin charge.
Atoms and positions in Å:
C 2.982 0.789 2.232  0.10
C 2.565 1.841 1.547  -0.10
C 1.905 2.996 0.682  -0.13
C 0.455 2.764 0.020  -0.30
C -0.174 4.295 0.101  -0.02
C -0.601 1.833 0.760  -0.18
C -0.581 1.677 2.346  -0.12
C -0.488 2.955 3.297  -0.30
C -1.021 2.444 4.771  -0.07
F 0.845 3.467 3.562  -0.08
C -0.775 0.270 0.228  -0.17
C -2.343 -0.063 0.426  -0.21
C -2.759 -1.442 1.134  -0.68
C -1.729 -2.121 2.154  -0.16
I -3.744 -2.897 -0.240  0.81
C -0.137 -0.056 -1.220  -0.30
C -0.912 -1.091 -2.175  -0.15
C -0.339 -2.584 -2.325  -0.26
C -0.280 -3.502 -1.008  -0.53
S 1.283 -4.572 -1.174  0.65
C 1.411 -0.567 -1.185  -0.11
C 2.173 -0.395 -2.634  -0.18
C 3.283 -1.534 -2.911  -0.17
C 4.232 -1.819 -1.632  -0.24
O 5.605 -1.951 -2.132  -0.12
C -0.260 1.384 -2.009  -0.07
N 0.607 2.481 -1.487  -0.04
C 0.811 3.655 -2.376  -0.54
Cl 2.534 4.328 -2.653  0.61
C -0.155 4.351 -3.180  -0.55
C -1.697 3.966 -3.196  -0.12
Cl 0.304 5.774 -4.285  0.60
H 3.442 -0.124 2.780  0.08
H 1.906 3.947 1.364  0.14
H 2.723 3.260 -0.114  0.11
H -1.095 4.431 -0.569  0.09
H 0.656 5.100 -0.078  0.12
H -0.551 4.553 1.167  0.09
H -1.623 2.347 0.495  0.15
H -1.531 1.117 2.742  0.13
H 0.277 0.955 2.681  0.12
H -1.254 3.796 3.027  0.15
H -0.722 3.241 5.569  0.10
H -2.161 2.302 4.801  0.09
H -0.462 1.473 5.103  0.10
H -0.073 -0.309 0.966  0.13
H -2.857 0.761 1.085  0.12
H -2.971 0.013 -0.559  0.10
H -3.683 -1.202 1.815  0.08
H -1.765 -1.504 3.147  0.09
H -2.161 -3.167 2.439  0.07
H -0.634 -2.182 1.843  0.06
H -2.046 -1.187 -2.038  0.06
H -0.812 -0.664 -3.265  0.13
H -1.080 -3.126 -3.054  0.13
H 0.686 -2.673 -2.857  0.07
H -0.069 -2.821 -0.111  0.05
H -1.131 -4.254 -0.871  0.03
H 2.087 -4.245 -0.062  -0.12
H 1.967 0.219 -0.516  0.10
H 1.594 -1.569 -0.677  0.11
H 2.697 0.639 -2.733  0.12
H 1.413 -0.431 -3.522  0.11
H 3.978 -1.167 -3.769  0.13
H 2.825 -2.540 -3.262  0.10
H 3.911 -2.789 -1.070  0.10
H 4.225 -0.930 -0.884  0.13
H 5.714 -2.880 -2.460  0.11
H 0.021 1.288 -3.139  0.15
H -1.404 1.606 -1.918  0.15
H 1.584 2.072 -1.501  0.14
H -2.155 3.582 -2.220  0.08
H -1.832 3.105 -3.977  0.11
H -2.304 4.856 -3.641  0.08
C 4.032 -7.851 -0.802  -0.09
C 4.827 -7.085 0.236  -0.32
O 5.068 -5.757 -0.214  -0.10
H 4.570 -7.881 -1.753  0.08
H 3.844 -8.876 -0.471  0.08
H 3.072 -7.362 -0.993  0.05
H 5.793 -7.565 0.409  0.12
H 4.289 -7.041 1.188  0.11
H 4.209 -5.337 -0.356  0.03
C -4.302 8.318 -1.883  -0.09
C -3.313 7.360 -2.514  -0.33
O -3.740 6.016 -2.320  -0.12
H -4.400 8.118 -0.812  0.08
H -3.984 9.355 -2.020  0.08
H -5.297 8.194 -2.322  0.08
H -2.327 7.472 -2.058  0.11
H -3.219 7.547 -3.589  0.11
H -4.610 5.923 -2.735  0.10
C -2.921 -5.666 4.547  -0.09
C -2.120 -4.909 5.588  -0.32
O -1.877 -3.578 5.146  -0.11
H -2.386 -5.690 3.594  0.07
H -3.110 -6.692 4.871  0.08
H -3.880 -5.172 4.362  0.07
H -1.155 -5.393 5.754  0.12
H -2.655 -4.871 6.542  0.11
H -2.737 -3.155 5.010  0.08

Properties
Net charge   +1
LUMO energy   -0.102 Eh
Multiplicity   1
Kohn-Sham gap   8.53 eV
Electronic energy   -89480.4778 eV
Strongest force on any atom   6.80 eV/Å

=====

Record 2
A structure of composition C31H60Cl8N3O3 at a distorted geometry, computed with wB97M-V/def2-TZVPD.

Each line ends with the Löwdin spin population.
Atoms and positions in Å:
C 5.321 2.303 2.133  0.01
C 4.813 1.014 1.418  0.01
C 5.431 -0.191 2.132  0.00
C 4.845 -0.661 3.485  0.00
C 3.452 -1.079 3.143  0.00
C 2.637 0.143 2.588  0.01
N 3.328 0.814 1.436  0.17
O 2.598 2.011 0.942  0.69
C 1.241 -0.497 2.203  0.00
C 2.413 1.061 3.870  0.01
C 5.306 1.100 -0.102  0.00
H 4.813 2.296 3.097  0.00
H 4.856 3.174 1.671  0.00
H 6.383 2.540 2.205  0.00
H 5.433 -1.111 1.547  0.00
H 6.379 0.138 2.558  0.00
H 4.895 0.145 4.217  0.00
H 5.455 -1.494 3.834  0.00
H 2.916 -1.593 3.940  0.00
H 3.465 -1.867 2.390  0.00
H 0.875 -0.231 1.211  0.00
H 1.192 -1.579 2.321  0.00
H 0.527 -0.110 2.930  0.00
H 1.727 1.892 3.700  0.00
H 2.126 0.526 4.775  0.00
H 3.278 1.655 4.165  0.00
H 6.330 0.784 -0.303  0.00
H 5.054 1.996 -0.670  0.00
H 4.795 0.313 -0.656  0.00
C -0.227 0.341 -2.369  0.02
C -1.048 1.440 -3.049  0.03
C -2.488 1.130 -2.601  0.02
C -2.912 1.535 -1.185  0.01
C -2.590 3.105 -1.111  0.00
C -1.115 3.522 -1.400  0.02
N -0.678 2.847 -2.726  0.31
O 0.736 3.203 -3.070  0.62
C -1.333 5.005 -1.713  0.00
C -0.175 3.265 -0.184  0.01
C -1.075 1.150 -4.544  0.00
H -0.181 0.468 -1.287  0.00
H 0.824 0.503 -2.611  0.00
H -0.382 -0.686 -2.699  0.00
H -3.194 1.610 -3.278  0.00
H -2.694 0.064 -2.698  0.01
H -2.319 0.902 -0.524  0.00
H -3.977 1.333 -1.078  0.00
H -2.810 3.408 -0.088  0.00
H -3.356 3.670 -1.642  0.00
H -0.339 5.450 -1.671  0.00
H -1.708 5.160 -2.725  0.00
H -2.035 5.571 -1.102  0.00
H -0.506 3.803 0.703  0.00
H -0.174 2.233 0.166  0.00
H 0.864 3.554 -0.342  0.00
H -1.935 0.555 -4.852  0.00
H -0.184 0.668 -4.946  0.00
H -1.212 2.125 -5.010  0.00
C -1.356 -1.319 -1.254  0.02
C -2.821 -1.869 -1.207  0.02
C -2.840 -2.990 -0.162  0.00
C -3.067 -2.473 1.229  0.00
C -4.334 -1.637 1.287  0.00
C -4.297 -0.391 0.298  0.02
N -3.985 -0.929 -1.034  0.25
O -4.204 -0.053 -2.152  0.61
C -5.655 0.153 0.352  0.00
C -3.396 0.717 0.830  0.02
C -2.948 -2.652 -2.466  0.00
H -1.348 -0.639 -2.106  0.00
H -0.427 -1.887 -1.304  0.00
H -1.314 -0.674 -0.376  0.00
H -3.448 -3.865 -0.390  0.00
H -1.868 -3.444 0.030  0.00
H -2.258 -1.790 1.489  0.00
H -3.103 -3.248 1.994  0.00
H -4.363 -1.198 2.284  0.00
H -5.119 -2.375 1.121  0.00
H -6.422 -0.533 -0.008  0.00
H -5.848 0.308 1.414  0.00
H -5.785 1.122 -0.131  0.00
H -3.944 1.059 1.708  0.00
H -2.385 0.411 1.095  0.00
H -3.368 1.580 0.164  0.00
H -2.949 -2.034 -3.364  0.00
H -3.913 -3.139 -2.326  0.00
H -2.130 -3.362 -2.586  0.00
Cl -0.729 -2.796 2.083  0.00
C 0.382 -3.554 1.043  0.00
C -0.169 -3.655 -0.336  0.00
Cl -1.653 -4.718 -0.437  0.00
H 0.574 -4.510 1.532  0.00
H 1.305 -2.981 0.955  0.00
H 0.480 -3.927 -1.169  0.00
H -0.462 -2.636 -0.590  0.00
C 0.801 -0.613 -0.308  0.01
Cl 1.336 1.072 -0.692  0.07
Cl -0.497 -0.661 1.000  0.00
Cl 2.075 -1.848 -0.128  0.00
H 0.205 -0.873 -1.182  0.00
C 4.237 -2.262 -0.559  0.00
Cl 3.998 -3.762 -1.457  0.00
Cl 5.842 -1.534 -1.063  0.00
Cl 4.098 -2.372 1.237  0.00
H 3.406 -1.645 -0.901  0.00

Properties
LUMO energy (spin up / spin down)   -0.024 / -0.028 Eh
Multiplicity   4
Kohn-Sham gap (spin up / spin down)   6.83 / 6.71 eV
Electronic energy   -143862.7085 eV
Strongest force on any atom   15.06 eV/Å
Energy relative to the best compared isomer or geometry (same formula, charge and spin)   44.025 eV

=====

Record 3
A structure of composition C31H60ClI2N6O8 at a distorted geometry, computed with wB97M-V/def2-TZVPD.

Each line ends with the Löwdin charge.
Atoms and positions in Å:
C -3.410 4.875 2.914  0.02
C -3.300 3.845 1.832  -0.50
O -4.169 3.019 1.643  0.12
O -2.187 3.845 1.023  -0.03
C -1.010 3.387 1.702  -0.13
C -1.027 1.852 1.739  -0.16
C 0.253 1.244 1.201  -0.15
C 0.397 -0.246 1.571  -0.07
N 0.678 -1.092 0.416  0.06
C -0.150 -1.351 -0.603  -0.27
N -1.356 -0.836 -0.715  0.11
O -2.171 -1.167 -1.771  -0.04
C -3.433 -0.497 -1.676  -0.13
C -4.421 -1.136 -0.722  -0.33
C -4.004 -1.070 0.754  -0.05
C -4.786 -2.578 -1.094  -0.38
C -5.209 -2.733 -2.571  -0.05
C -5.989 -2.986 -0.224  -0.08
N 0.423 -2.194 -1.466  0.22
C 1.602 -2.470 -0.991  -0.26
C 2.672 -3.325 -1.559  -0.06
C 2.328 -4.248 -2.722  -0.76
O 3.233 -4.799 -3.309  0.06
Cl 0.670 -4.523 -3.239  0.74
N 1.798 -1.821 0.170  -0.04
C 2.923 -1.873 1.003  -0.79
I 3.000 -3.596 2.263  0.90
C 3.811 -0.890 1.008  -0.78
C 3.630 0.298 0.099  -0.09
I 5.467 -0.914 2.287  0.98
H -3.061 4.433 3.842  0.09
H -2.823 5.765 2.726  0.09
H -4.447 5.145 3.028  0.09
H -0.161 3.770 1.156  0.13
H -1.041 3.758 2.722  0.11
H -1.187 1.503 2.756  0.06
H -1.909 1.562 1.175  0.10
H 1.135 1.781 1.528  0.11
H 0.218 1.296 0.116  0.12
H 1.098 -0.429 2.376  0.11
H -0.572 -0.587 1.936  0.14
H -1.682 -0.189 -0.015  0.11
H -3.842 -0.556 -2.672  0.12
H -3.300 0.563 -1.455  0.14
H -5.339 -0.558 -0.806  0.15
H -4.860 -1.085 1.411  0.08
H -3.433 -0.174 0.994  0.05
H -3.361 -1.916 0.987  0.09
H -3.997 -3.277 -0.845  0.13
H -6.139 -3.283 -2.605  0.07
H -4.495 -3.344 -3.109  0.08
H -5.402 -1.791 -3.069  0.07
H -5.723 -3.134 0.816  0.07
H -6.748 -2.210 -0.272  0.09
H -6.438 -3.903 -0.581  0.08
H 3.164 -3.888 -0.777  0.10
H 3.423 -2.645 -1.950  0.15
H 3.493 -0.047 -0.920  0.09
H 4.512 0.913 0.161  0.06
H 2.788 0.885 0.438  0.07
C 2.994 -0.706 -9.094  -0.11
O 1.686 -0.222 -8.851  -0.19
C 0.737 -1.241 -8.563  -0.22
C 0.257 -1.133 -7.132  -0.21
N 1.313 -1.502 -6.195  -0.04
C 1.000 -1.212 -4.802  -0.22
C 0.845 0.249 -4.391  -0.23
O 2.042 1.002 -4.465  -0.19
C 2.315 1.588 -5.730  -0.09
H 3.603 0.137 -9.415  0.09
H 3.441 -1.131 -8.188  0.08
H 2.996 -1.460 -9.886  0.09
H 1.141 -2.235 -8.770  0.12
H -0.117 -1.083 -9.229  0.12
H -0.597 -1.802 -6.988  0.12
H -0.086 -0.101 -6.977  0.11
H 2.158 -1.005 -6.446  0.07
H 1.812 -1.637 -4.202  0.10
H 0.090 -1.752 -4.526  0.10
H 0.560 0.255 -3.333  0.10
H 0.034 0.752 -4.929  0.11
H 1.400 1.847 -6.267  0.09
H 2.931 0.931 -6.349  0.07
H 2.884 2.501 -5.554  0.09
C 3.926 1.843 7.963  -0.11
O 2.859 0.915 8.038  -0.20
C 1.647 1.470 8.536  -0.21
C 0.589 1.491 7.455  -0.21
N 0.913 2.471 6.424  -0.04
C 0.068 2.396 5.240  -0.19
C 0.155 1.133 4.389  -0.21
O 1.406 0.956 3.740  -0.24
C 2.399 0.281 4.510  -0.07
H 4.823 1.292 7.686  0.09
H 3.742 2.610 7.202  0.08
H 4.098 2.327 8.928  0.09
H 1.804 2.468 8.953  0.13
H 1.303 0.821 9.346  0.13
H -0.377 1.746 7.899  0.13
H 0.519 0.474 7.044  0.11
H 1.875 2.340 6.140  0.07
H 0.335 3.244 4.603  0.12
H -0.974 2.545 5.541  0.13
H -0.584 1.234 3.586  0.04
H -0.120 0.231 4.947  0.13
H 1.961 -0.451 5.192  0.10
H 3.021 0.983 5.067  0.09
H 3.040 -0.237 3.800  0.01

Properties
Net charge   +1
LUMO energy   -0.114 Eh
Multiplicity   1
Kohn-Sham gap   7.34 eV
Electronic energy   -87151.5189 eV
Strongest force on any atom   2.89 eV/Å

=====

Record 4
A cluster of 4 separate species, C31H61BClIO10S2 in total at a distorted geometry, computed with wB97M-V/def2-TZVPD.

Each line ends with the Löwdin charge.
Atoms and positions in Å:
C -0.623 5.296 -0.402  0.04
C -1.890 4.881 -0.831  -0.10
C -3.275 4.709 -1.687  -0.20
C -3.727 3.133 -1.941  -0.23
C -2.505 2.104 -2.262  -0.22
C -2.096 1.002 -1.181  -0.57
Cl -2.525 1.752 0.481  0.73
C -0.588 0.276 -1.234  -0.24
C -0.619 -0.445 -2.748  -0.41
S 0.977 -0.758 -3.640  0.83
C 0.939 -0.054 -5.392  -0.50
C 2.524 0.101 -5.884  -0.19
C 0.671 1.284 -1.209  -0.26
C 0.937 2.311 0.026  -0.09
C 0.883 2.315 -2.487  -0.20
C 2.499 2.525 -2.867  -0.20
C 2.837 4.162 -2.794  -0.12
C -0.478 -1.032 -0.188  -0.15
C 0.581 -2.218 -0.647  -0.15
C 2.168 -1.940 -0.626  -0.28
C 2.961 -3.174 0.189  -0.62
I 5.153 -3.141 -0.187  0.62
B -0.008 -0.723 1.355  -0.45
O -0.315 0.430 2.221  0.00
O 0.792 -1.704 2.191  -0.12
C 1.887 -0.979 2.888  -0.08
C -1.850 -1.911 -0.047  -0.28
C -1.998 -2.932 1.224  -0.10
C -2.966 -2.337 2.457  -0.14
C -2.386 -2.984 3.887  -0.17
C -1.654 -1.787 4.774  -0.15
C -1.714 -2.065 6.410  -0.18
O -0.337 -2.024 6.963  -0.12
C 0.208 -3.377 6.752  -0.29
C -0.244 -4.550 7.818  -0.02
O 1.059 -3.631 5.734  -0.02
O -3.129 -1.238 0.010  -0.28
S -3.511 -0.285 -1.313  0.80
O -4.915 0.339 -0.943  -0.36
O -3.702 -0.934 -2.672  -0.32
H 0.370 5.436 0.245  0.07
H -3.256 5.242 -2.755  0.12
H -4.118 5.297 -1.082  0.12
H -4.481 2.868 -1.108  0.09
H -4.393 3.212 -2.934  0.13
H -1.694 2.817 -2.704  0.11
H -2.890 1.486 -3.215  0.13
H -1.239 0.140 -3.547  0.09
H -1.160 -1.511 -2.709  0.09
H 0.435 1.017 -5.454  0.08
H 0.387 -0.739 -6.167  0.08
H 3.221 0.328 -4.947  0.06
H 2.682 0.973 -6.653  0.08
H 2.881 -0.939 -6.311  0.08
H 1.689 0.654 -1.256  0.11
H 0.030 2.778 0.562  0.04
H 1.583 1.756 0.864  0.09
H 1.637 3.228 -0.289  0.08
H 0.299 2.043 -3.454  0.07
H 0.516 3.412 -2.187  0.09
H 3.214 1.917 -2.167  0.11
H 2.607 2.249 -4.011  0.09
H 2.588 4.601 -1.713  0.07
H 3.933 4.417 -3.111  0.05
H 2.023 4.663 -3.509  0.07
H 0.465 -3.157 0.089  0.13
H 0.303 -2.744 -1.682  0.13
H 2.555 -0.968 -0.110  0.10
H 2.701 -1.961 -1.696  0.08
H 2.467 -4.173 -0.207  0.08
H 2.819 -3.113 1.348  0.04
H -1.158 0.266 2.738  0.09
H 1.511 -0.726 3.971  0.11
H 2.297 -0.063 2.286  0.10
H 2.800 -1.732 3.033  0.11
H -1.880 -2.622 -1.007  0.16
H -2.676 -3.830 0.808  0.14
H -1.039 -3.463 1.605  0.11
H -2.822 -1.161 2.595  0.11
H -4.089 -2.651 2.325  0.12
H -3.235 -3.438 4.551  0.11
H -1.554 -3.800 3.697  0.12
H -0.502 -1.678 4.501  0.11
H -2.123 -0.725 4.613  0.11
H -2.278 -1.137 6.906  0.14
H -2.323 -3.020 6.705  0.12
H 0.131 -4.206 8.875  0.10
H -1.418 -4.632 7.871  0.08
H 0.188 -5.579 7.463  0.10
C 5.509 5.135 -5.946  -0.15
O 5.304 4.389 -4.761  -0.15
H 4.562 5.586 -6.250  0.08
H 6.243 5.923 -5.759  0.08
H 5.865 4.471 -6.738  0.08
H 6.161 4.000 -4.516  0.09
C -1.827 -8.025 9.298  -0.16
O -1.817 -7.313 8.074  -0.15
H -1.442 -7.376 10.089  0.08
H -2.851 -8.322 9.540  0.08
H -1.190 -8.909 9.212  0.08
H -2.164 -7.914 7.392  0.09
C 0.191 5.416 -5.657  -0.16
O -0.306 4.229 -5.065  -0.15
H 1.229 5.560 -5.347  0.06
H 0.147 5.328 -6.745  0.08
H -0.408 6.268 -5.325  0.08
H -1.227 4.128 -5.358  0.08

Properties
LUMO energy   0.013 Eh
Multiplicity   1
Kohn-Sham gap   8.90 eV
Electronic energy   -96562.8210 eV
Strongest force on any atom   8.80 eV/Å